(1)
Molecular formula: C11H36N6O11
Method: DFT, wB97M-V/def2-TZVPD

Each line ends with the Löwdin charge.
Element x y z (Å)
N  1.112  -1.695  -1.550  0.157
C  1.133  -1.211  -2.824  -0.738
N  0.015  -0.503  -3.058  0.156
O  2.011  -1.355  -3.620  0.051
H  1.970  -1.998  -1.053  0.072
H  0.331  -1.531  -0.938  0.065
H  -0.146  -0.294  -4.034  0.105
H  -0.743  -0.272  -2.436  0.067
N  -2.770  4.248  -1.044  0.161
C  -2.037  3.146  -0.793  -0.610
N  -0.677  3.216  -0.819  0.173
O  -2.553  2.031  -0.489  -0.036
H  -3.765  4.152  -0.927  0.106
H  -2.505  4.854  -1.851  0.136
H  -0.205  4.084  -0.706  0.092
H  -0.060  2.423  -0.496  0.122
N  2.047  1.437  3.876  0.169
C  1.854  0.165  4.293  -0.670
N  0.617  -0.034  4.825  0.163
O  2.809  -0.618  4.277  0.006
H  2.852  1.471  3.313  0.076
H  1.265  1.991  3.591  0.094
H  0.237  -0.961  4.858  0.098
H  -0.128  0.423  4.365  0.052
O  -3.641  -0.068  -4.467  -0.077
C  -3.783  0.116  -3.041  -0.210
C  -4.860  1.210  -2.794  -0.249
O  -6.064  1.045  -3.503  -0.041
H  -3.024  -0.759  -4.642  0.062
H  -4.102  -0.924  -2.679  0.144
H  -2.864  0.456  -2.564  0.076
H  -4.362  2.109  -3.075  0.097
H  -5.143  1.186  -1.739  0.120
H  -5.833  0.783  -4.375  0.058
O  2.505  2.298  0.195  -0.091
C  3.013  0.910  0.136  -0.190
C  3.874  0.709  -1.099  -0.205
O  4.725  1.870  -1.207  -0.069
H  3.246  2.800  -0.133  0.051
H  3.588  0.759  1.072  0.120
H  2.199  0.256  0.055  0.076
H  3.319  0.733  -1.990  0.093
H  4.496  -0.274  -1.037  0.161
H  5.405  1.596  -1.782  0.062
O  -1.336  -0.376  0.165  -0.109
C  -2.165  -0.832  1.280  -0.179
C  -2.517  0.364  2.160  -0.275
O  -1.374  1.110  2.439  -0.075
H  -1.724  0.429  -0.187  0.009
H  -3.126  -1.339  1.025  0.132
H  -1.550  -1.469  1.860  0.098
H  -3.012  -0.033  3.055  0.122
H  -3.307  1.017  1.744  0.112
H  -0.861  1.207  1.613  0.080
O  2.339  -5.540  1.456  -0.020
C  2.075  -4.293  2.131  -0.233
C  2.979  -3.208  1.674  -0.273
O  2.662  -2.989  0.346  -0.107
H  2.992  -5.947  1.905  0.023
H  1.061  -3.953  1.942  0.118
H  2.125  -4.456  3.242  0.138
H  4.057  -3.532  1.835  0.139
H  2.906  -2.256  2.252  0.117
H  2.419  -3.885  -0.029  0.126

As for the orbital gap: 9.874 eV. As for the largest force on an atom: 5.335 eV/A. For the HOMO energy, the calculation gives -0.353 Ha. The value obtained for the energy relative to the best compared isomer or geometry (same formula, charge and spin) is 116.2 kJ/mol. The calculation puts the molecular weight at 428.4 g/mol. The total energy comes out at -43454.260 eV. Its SMILES is NC(N)=O.NC(N)=O.NC(N)=O.OCCO.OCCO.OCCO.OCCO.


(2)
Molecular formula: C11H37CrN12O11
Method: DFT, wB97M-V/def2-TZVPD

Each line ends with the Löwdin charge.
Element x y z (Å)
Cr  1.720  4.350  -1.063  1.186
N  -0.156  1.825  -0.302  -0.572
O  -0.267  0.760  -0.744  0.089
O  0.274  2.726  -1.031  -0.123
O  -0.613  2.142  0.821  -0.007
C  -0.387  0.221  4.742  -0.821
O  -0.856  -0.862  4.886  0.055
N  0.115  0.810  5.831  0.153
N  -0.210  0.791  3.600  0.175
H  0.487  1.748  5.781  0.099
H  0.096  0.146  6.591  0.119
H  -0.619  0.192  2.897  0.107
H  0.084  1.756  3.549  0.106
C  -4.718  1.248  -0.450  -0.842
O  -5.375  2.059  0.132  0.045
N  -3.542  0.981  -0.021  0.180
N  -5.116  0.694  -1.539  0.181
H  -2.883  0.539  -0.646  0.080
H  -3.170  1.314  0.857  0.117
H  -5.878  1.015  -2.119  0.126
H  -4.460  0.202  -2.128  0.111
C  -0.896  5.871  0.282  -0.694
O  0.153  5.597  -0.283  -0.057
N  -1.293  7.099  0.344  0.210
N  -1.684  4.968  0.854  0.227
H  -0.711  7.872  0.054  0.142
H  -1.840  7.226  1.183  0.129
H  -2.492  5.339  1.333  0.133
H  -1.274  4.054  0.987  0.082
C  -0.165  5.138  -3.637  -0.682
O  0.795  5.311  -2.872  -0.054
N  -0.276  5.569  -4.860  0.205
N  -1.224  4.466  -3.223  0.205
H  -1.004  5.210  -5.460  0.130
H  0.559  5.967  -5.265  0.136
H  -1.127  4.046  -2.310  0.096
H  -2.057  4.454  -3.794  0.129
C  2.704  2.450  -3.702  -0.705
O  2.787  3.328  -2.897  0.004
N  3.419  2.395  -4.811  0.191
N  1.795  1.459  -3.671  0.197
H  3.398  1.534  -5.339  0.124
H  4.194  3.041  -4.863  0.131
H  1.261  1.417  -2.815  0.083
H  1.735  0.660  -4.286  0.126
C  2.224  -1.083  0.734  -0.130
O  2.443  -2.380  1.158  -0.199
C  1.319  -2.986  1.766  -0.196
C  1.729  -4.465  2.037  -0.212
N  1.997  -5.197  0.823  -0.064
C  2.448  -6.584  1.006  -0.175
C  1.345  -7.640  1.344  -0.247
O  0.566  -7.920  0.221  -0.187
C  -0.511  -8.801  0.571  -0.094
H  3.152  -0.756  0.266  0.085
H  2.063  -0.439  1.598  0.084
H  1.459  -1.152  -0.040  0.079
H  0.536  -3.072  1.012  0.110
H  0.898  -2.506  2.649  0.119
H  0.854  -4.890  2.529  0.113
H  2.572  -4.517  2.726  0.115
H  2.673  -4.646  0.313  0.100
H  3.232  -6.698  1.755  0.106
H  2.845  -6.839  0.023  0.116
H  0.736  -7.284  2.175  0.107
H  1.720  -8.578  1.753  0.114
H  -0.044  -9.691  0.994  0.084
H  -1.200  -8.881  -0.270  0.091
H  -1.115  -8.411  1.390  0.079
O  -1.705  -1.558  0.070  -0.049
H  -2.167  -1.468  0.904  0.039
H  -1.352  -0.685  -0.103  -0.042

As for the orbital gap (alpha / beta): 4.881 / 5.479 eV. As for the largest force on an atom: 6.296 eV/A. For the HOMO energy (alpha / beta), the calculation gives -0.357 / -0.357 Ha. As for the spin multiplicity: 5. Its total charge is +1. The calculation puts the molecular weight at 565.5 g/mol. The total energy comes out at -80825.265 eV.